# 1
A structure of composition C14H12Cl5N5O2PtS in a non-equilibrium geometry, computed with ωB97M-V with the def2-TZVPD basis set.

XYZ file:
```
40
Properties=species:S:1:pos:R:3:forces:R:3
Pt -0.405 0.710 -0.085 -0.273 0.361 0.291
Cl 5.474 0.143 5.730 0.108 0.003 0.071
C 3.991 0.124 4.834 -0.045 -0.006 0.060
C 3.987 0.157 3.440 -0.005 0.014 -0.149
Cl 5.515 0.226 2.614 0.029 -0.001 -0.046
C 2.815 0.138 2.710 0.235 -0.014 0.022
Cl 2.850 0.183 0.983 -0.016 -0.056 0.049
C 1.511 0.073 3.329 -0.005 -0.004 0.184
O 0.446 0.033 2.705 -0.012 -0.071 0.048
C 1.578 0.056 4.779 -0.029 -0.008 -0.071
Cl 0.055 0.000 5.598 -0.070 -0.010 0.020
C 2.758 0.075 5.486 -0.002 0.006 0.029
Cl 2.730 0.034 7.224 0.001 0.003 0.052
C -0.225 2.515 0.005 -0.014 0.135 0.137
H -0.921 3.264 -0.398 0.053 0.012 -0.058
H 0.628 3.008 0.497 -0.038 -0.005 -0.077
C -2.636 -1.598 -3.017 -0.004 0.008 -0.079
N -3.170 -1.163 -1.745 0.140 0.039 0.046
C -3.423 0.131 -1.416 -0.020 -0.082 -0.020
S -3.991 0.473 0.122 -0.331 0.090 0.066
N -3.218 1.030 -2.415 0.263 -0.102 0.113
C -3.268 2.457 -2.157 -0.064 0.075 -0.033
H -2.604 -2.687 -3.006 0.019 0.025 -0.028
H -1.630 -1.227 -3.224 0.005 -0.003 0.003
H -3.302 -1.280 -3.823 0.033 -0.010 0.003
H -2.910 -1.711 -0.940 -0.079 -0.036 0.037
H -2.396 0.797 -2.974 -0.144 0.005 -0.066
H -3.655 2.631 -1.156 0.003 0.001 -0.002
H -3.910 2.955 -2.890 0.009 -0.016 0.008
H -2.260 2.864 -2.230 0.020 0.007 -0.007
N 1.109 -2.927 -0.976 -0.041 0.134 -0.099
C 0.496 -1.696 -1.137 0.028 -0.168 -0.035
O -0.437 -1.412 -0.331 0.061 -0.127 0.136
C 0.850 -0.845 -2.194 -0.111 0.038 0.596
C 1.872 -1.211 -3.071 0.294 -0.227 -0.428
N 2.721 -1.587 -3.767 0.037 0.027 0.030
C 0.128 0.400 -2.411 0.106 -0.396 -1.032
N -0.235 1.115 -3.274 -0.134 0.360 0.231
H 2.022 -3.012 -1.398 -0.008 -0.001 -0.015
H 1.063 -3.235 -0.017 0.000 -0.002 0.014
```
Forces are in eV/Å.

Values from the calculation:
- energy relative to the best compared isomer or geometry (same formula, charge and spin) (kJ/mol) = 154.30
- charge = -2
- HOMO-LUMO gap (Ha) = 0.1994


# 2
A structure of composition C14H13AlBr2ClN4O4S, computed with ωB97M-V with the def2-TZVPD basis set.

XYZ file:
```
40
Properties=species:S:1:pos:R:3:forces:R:3
Al 1.215 -0.253 1.390 -0.104 0.461 -0.063
N -1.259 2.118 3.725 0.075 -0.006 0.034
C -0.564 1.539 2.747 -0.003 0.000 -0.083
S 1.145 1.206 3.080 0.006 -0.138 0.016
N -1.180 1.290 1.613 -0.152 0.069 0.079
N -0.343 0.708 0.727 0.191 -0.211 -0.001
C -0.560 0.664 -0.537 -0.076 0.096 0.091
C -1.788 1.139 -1.193 -0.016 0.052 -0.078
C -1.735 2.099 -2.203 0.051 -0.024 0.016
C -2.906 2.544 -2.795 -0.011 0.017 -0.016
C -4.127 2.023 -2.392 0.005 -0.020 0.015
C -4.182 1.063 -1.390 -0.024 0.022 -0.027
C -3.017 0.627 -0.782 0.037 -0.037 0.016
C 0.598 0.107 -1.278 0.051 -0.027 -0.151
C 0.583 -0.102 -2.642 -0.069 0.029 0.038
C 1.723 -0.584 -3.267 0.060 -0.039 -0.010
C 2.854 -0.844 -2.512 -0.044 0.004 -0.080
C 2.794 -0.647 -1.149 -0.004 0.029 0.053
N 1.699 -0.179 -0.536 -0.067 -0.232 0.124
H -0.818 2.351 4.596 -0.035 -0.003 0.027
H -2.230 2.339 3.578 0.004 0.012 -0.029
H -0.781 2.514 -2.509 -0.019 0.000 0.000
H -2.866 3.297 -3.570 0.008 -0.004 0.013
H -5.040 2.367 -2.859 0.010 -0.007 0.003
H -5.135 0.656 -1.080 0.013 -0.001 0.005
H -3.052 -0.118 0.003 -0.013 0.016 0.002
H -0.320 0.103 -3.197 0.006 -0.007 -0.006
H 1.724 -0.761 -4.334 -0.005 0.013 0.007
H 3.763 -1.217 -2.961 -0.001 0.008 0.013
H 3.647 -0.872 -0.526 -0.031 -0.040 -0.015
Br 3.696 -1.001 2.093 0.119 0.066 0.106
C 3.713 -2.139 3.713 -0.158 -0.111 0.098
Br 2.042 -2.361 4.586 0.088 0.063 -0.053
H 4.408 -1.642 4.375 0.043 0.046 -0.026
H 4.071 -3.097 3.365 0.018 -0.007 -0.057
O -0.037 -4.118 1.563 -0.015 -0.042 -0.009
Cl 0.438 -3.062 0.771 0.009 0.123 0.164
O -0.450 -2.664 -0.261 0.017 0.012 -0.090
O 1.770 -3.250 0.303 -0.026 0.030 -0.005
O 0.508 -1.841 1.745 0.059 -0.214 -0.120
```
Forces are in eV/Å.

Values from the calculation:
- charge = +1
- HOMO-LUMO gap (Ha) = 0.2732


# 3
A structure of composition C14H13AsCrN3O6S3 in a non-equilibrium geometry, computed with ωB97M-V with the def2-TZVPD basis set.

XYZ file:
```
41
Properties=species:S:1:pos:R:3:forces:R:3
Cr -0.933 -0.249 0.121 -1.520 1.214 0.111
C -5.099 2.604 -0.455 0.051 0.061 -0.078
S -3.537 3.504 -0.469 -0.103 0.029 -0.085
C -2.379 2.233 -0.663 0.197 0.130 -0.078
S -2.815 0.627 -1.078 0.461 -0.133 0.241
N -1.139 2.639 -0.471 -0.194 -0.158 0.089
N -0.303 1.592 -0.397 0.222 0.255 0.038
C 0.961 1.799 -0.461 0.106 -0.084 -0.025
C 1.761 0.600 -0.336 -0.006 -0.067 0.052
C 3.136 0.551 -0.523 0.051 0.160 -0.005
C 3.780 -0.667 -0.460 0.094 -0.080 0.036
C 3.044 -1.818 -0.201 0.149 0.061 0.017
C 1.686 -1.704 -0.014 -0.181 0.211 0.123
N 1.051 -0.520 -0.073 0.393 -0.307 -0.601
H -5.844 3.340 -0.156 -0.019 -0.022 -0.014
H -5.054 1.803 0.277 -0.045 -0.007 0.013
H -5.343 2.212 -1.439 -0.016 -0.008 0.024
H 1.364 2.792 -0.610 0.065 -0.012 -0.044
H 3.673 1.467 -0.735 -0.004 -0.048 0.010
H 4.850 -0.725 -0.615 -0.043 0.004 -0.002
H 3.514 -2.790 -0.155 -0.009 0.020 0.020
H 1.069 -2.568 0.185 -0.062 0.009 -0.047
O -0.305 0.209 4.278 0.030 0.047 -0.212
As -1.568 -0.293 3.136 -0.284 0.461 0.489
O -3.017 0.075 3.768 0.257 -0.181 -0.301
O -1.035 0.631 1.760 0.206 -0.867 0.000
C -0.982 -2.158 3.089 -0.007 -0.167 -0.252
C -0.362 -2.628 4.247 0.020 -0.018 -0.182
C 0.027 -3.957 4.340 0.037 0.006 0.013
C -0.182 -4.834 3.285 0.060 -0.063 0.092
C -0.803 -4.391 2.132 0.041 0.088 -0.065
C -1.197 -3.063 2.040 -0.103 0.028 0.362
S -2.140 -2.576 0.631 -0.214 0.095 -0.118
O -3.001 -3.642 0.253 0.075 -0.047 -0.054
O -2.740 -1.304 1.068 0.167 -0.218 -0.106
O -1.147 -2.176 -0.439 0.135 -0.400 0.359
H -0.433 1.153 4.432 0.020 -0.022 0.122
H -0.192 -1.947 5.067 0.011 -0.018 0.029
H 0.494 -4.310 5.251 -0.011 0.005 -0.012
H 0.114 -5.872 3.372 0.010 0.028 0.002
H -1.011 -5.067 1.311 -0.035 0.017 0.037
```
Forces are in eV/Å.

Values from the calculation:
- energy relative to the best compared isomer or geometry (same formula, charge and spin) (kJ/mol) = 27.39
- spin multiplicity = 2
- HOMO-LUMO gap (alpha / beta) (Ha) = 0.2514 / 0.2533


# 4
A structure of composition C14H13ClF2N2O5 in a non-equilibrium geometry, computed with ωB97M-V with the def2-TZVPD basis set.

XYZ file:
```
37
Properties=species:S:1:pos:R:3:forces:R:3
C -2.541 -0.690 2.944 -0.155 0.439 0.101
C -1.458 -0.378 2.544 -0.249 -0.412 -0.826
N -0.394 -0.031 1.735 0.141 0.526 0.530
C -0.235 1.301 1.466 0.165 0.760 -0.354
C 0.781 1.754 0.680 -0.419 -0.445 -0.084
C 0.857 3.256 0.405 0.674 -0.384 -0.287
O 1.756 3.885 0.877 -0.289 0.298 0.050
N -0.150 3.802 -0.427 1.336 -1.223 -0.565
C -0.851 2.838 -1.225 -1.705 0.289 -0.052
O -2.021 2.687 -1.107 0.138 -0.188 0.053
F -0.193 2.129 -2.138 0.466 0.620 0.507
C 1.731 0.823 0.151 -0.945 0.570 -0.077
C 2.848 1.377 -0.663 1.323 1.234 -2.397
O 3.957 1.362 -0.191 0.099 -0.674 1.077
O 2.581 1.901 -1.857 -3.335 -4.513 2.157
F 3.142 3.442 -1.915 2.303 2.571 -0.193
C 1.542 -0.536 0.439 -0.013 1.295 -0.240
C 0.471 -0.933 1.211 0.944 -1.722 0.341
C 0.303 -2.425 1.448 -0.995 0.257 -1.000
C -0.362 -3.006 0.144 -0.152 0.884 0.344
C -1.793 -2.480 -0.105 -0.115 -1.150 -0.272
C -2.202 -2.519 -1.602 -0.243 0.961 1.043
O -1.764 -1.313 -2.237 0.334 -0.587 -0.108
H -3.565 -0.820 3.236 0.392 -0.192 0.187
H -0.954 2.014 1.865 -0.061 -0.539 0.117
H 0.253 4.550 -0.994 -0.085 0.103 0.205
H 2.238 -1.257 0.018 -0.211 0.008 0.246
H 1.274 -2.919 1.541 -0.121 0.351 0.347
H -0.353 -2.626 2.305 0.366 -0.012 -0.098
H -0.366 -4.098 0.240 0.075 0.236 -0.313
H 0.252 -2.675 -0.710 0.076 -0.460 0.258
H -1.962 -1.449 0.222 0.141 -0.224 -0.041
H -2.477 -3.140 0.457 0.063 0.383 -0.073
H -1.838 -3.417 -2.116 -0.223 0.136 0.075
H -3.298 -2.446 -1.602 0.280 -0.359 -0.380
H -0.849 -1.445 -2.511 -0.096 0.209 -0.100
Cl 5.190 3.332 -2.227 0.096 0.954 -0.180
```
Forces are in eV/Å.

Values from the calculation:
- energy relative to the best compared isomer or geometry (same formula, charge and spin) (kJ/mol) = 0.00
- HOMO-LUMO gap (Ha) = 0.1857


# 5
An isolated molecule of C14H13ClN2O3S in a non-equilibrium geometry, computed with ωB97M-V with the def2-TZVPD basis set.

XYZ file:
```
34
Properties=species:S:1:pos:R:3:forces:R:3
C -5.414 1.447 2.553 0.901 0.215 -0.044
C -4.559 0.788 1.485 1.680 0.137 0.468
C -5.089 -0.243 0.755 -0.294 -0.484 -0.686
C -4.360 -0.894 -0.241 0.642 -0.007 0.490
C -3.020 -0.578 -0.414 -0.588 0.375 -0.087
C -2.400 0.424 0.351 -1.247 -0.457 0.261
O -1.090 0.790 0.076 0.202 0.857 -0.322
C -0.137 -0.129 -0.205 -0.739 -0.235 0.229
C -0.091 -1.269 0.556 -1.258 -0.524 1.887
C 0.842 -2.199 0.248 0.407 -0.236 -1.048
Cl 0.842 -3.736 1.064 0.256 0.377 -0.179
N 1.666 -1.996 -0.765 0.823 -1.005 0.301
C 1.598 -0.847 -1.415 -0.364 -0.852 0.392
S 2.734 -0.675 -2.757 0.760 0.419 0.084
C 4.172 -0.129 -1.754 -0.179 0.715 0.439
C 4.657 -1.091 -0.700 -0.650 -0.082 -0.087
O 4.426 -0.897 0.465 0.387 -0.400 0.023
O 5.334 -2.155 -1.187 -0.118 0.366 0.518
N 0.698 0.085 -1.192 -0.246 1.337 -0.303
C -3.140 1.120 1.324 -1.181 -0.319 -0.664
C -2.514 2.221 2.122 -0.003 -0.149 0.169
H -6.439 1.096 2.601 0.036 -0.490 -0.146
H -4.927 1.292 3.530 -0.331 0.283 -0.212
H -5.509 2.512 2.351 0.249 0.243 0.198
H -6.104 -0.564 0.942 -0.132 0.138 -0.020
H -4.797 -1.689 -0.843 0.030 0.265 0.152
H -2.528 -1.061 -1.231 0.642 -0.166 -0.217
H -0.797 -1.460 1.371 0.238 0.268 -0.387
H 4.985 0.050 -2.439 0.157 0.068 -0.502
H 3.955 0.823 -1.213 -0.029 -0.771 -0.581
H 5.581 -2.687 -0.411 -0.061 0.008 -0.207
H -2.423 1.910 3.164 -0.093 0.194 0.111
H -3.079 3.149 2.065 -0.242 -0.017 0.130
H -1.522 2.455 1.771 0.346 -0.069 -0.162
```
Forces are in eV/Å.

Values from the calculation:
- energy relative to the best compared isomer or geometry (same formula, charge and spin) (kJ/mol) = 31.13
- HOMO-LUMO gap (Ha) = 0.3433


# 6
An isolated molecule of C14H13ClN2OS in a non-equilibrium geometry, computed with ωB97M-V with the def2-TZVPD basis set.

XYZ file:
```
32
Properties=species:S:1:pos:R:3:forces:R:3
C 2.287 -1.307 -1.560 0.032 -0.267 0.355
C 1.438 -0.173 -1.070 1.961 3.081 -0.781
N 1.994 1.020 -1.068 -1.585 -2.422 -0.520
C 1.104 2.152 -0.832 0.318 0.693 -0.098
C 0.877 2.310 0.667 -0.028 -0.605 -0.437
C 0.213 1.094 1.359 0.348 1.180 -0.526
C -0.046 1.306 2.709 -0.428 -1.248 0.462
C -0.545 0.239 3.504 0.712 2.111 -0.821
Cl -0.957 0.547 5.172 0.107 -0.213 -0.260
C -0.694 -1.004 2.941 -0.592 -1.160 0.873
O -1.065 -2.059 3.759 -0.308 0.560 -0.343
C -0.478 -1.188 1.574 -0.233 -0.578 -0.632
C -0.089 -0.151 0.740 0.083 1.121 1.571
N 0.102 -0.386 -0.641 1.237 -0.318 0.110
C -0.913 -0.691 -1.526 -1.835 0.073 -1.763
C -0.782 -1.140 -2.925 -0.245 0.086 0.635
C -1.970 -1.194 -3.593 -0.101 0.910 1.304
S -3.324 -0.590 -2.638 1.973 -0.785 0.447
C -2.233 -0.406 -1.264 0.344 -0.106 -0.871
H 2.846 -1.748 -0.736 0.051 -0.002 0.183
H 3.004 -1.002 -2.318 -0.075 0.277 0.090
H 1.687 -2.101 -1.963 -0.417 -0.428 -0.195
H 0.129 2.026 -1.350 0.512 0.083 0.128
H 1.626 3.095 -1.221 -0.802 -1.333 0.438
H 1.869 2.495 1.093 -0.138 -0.185 0.259
H 0.303 3.215 0.821 -0.311 0.130 0.243
H 0.153 2.293 3.146 -0.140 -0.552 -0.114
H -1.468 -1.689 4.580 0.528 -0.316 -0.781
H -0.614 -2.145 1.056 -0.136 0.150 0.711
H 0.133 -1.386 -3.451 0.053 -0.026 0.300
H -2.067 -1.486 -4.612 -0.281 -0.109 -0.430
H -2.520 0.054 -0.350 -0.605 0.197 0.463
```
Forces are in eV/Å.

Values from the calculation:
- energy relative to the best compared isomer or geometry (same formula, charge and spin) (kJ/mol) = 210.82
- HOMO-LUMO gap (Ha) = 0.3150


# 7
An isolated molecule of C14H13ClN4O3 in a non-equilibrium geometry, computed with ωB97M-V with the def2-TZVPD basis set.

XYZ file:
```
35
Properties=species:S:1:pos:R:3:forces:R:3
C 0.581 -5.085 4.528 0.797 -0.333 -0.109
C 1.380 -4.539 3.326 0.466 0.170 1.456
O 0.530 -4.480 2.199 -0.492 1.212 -1.456
C 1.020 -3.770 1.152 1.085 0.311 -1.531
O 2.197 -3.598 0.884 -0.985 -0.273 1.163
C -0.029 -3.203 0.171 -0.390 0.724 1.422
N 0.454 -2.023 -0.545 -0.100 0.470 -0.309
C -0.352 -0.941 -0.878 0.029 -2.522 2.574
O -1.474 -0.982 -0.422 -1.337 0.804 -0.539
C 0.170 0.274 -1.528 0.062 0.671 -0.533
C -0.560 1.465 -1.362 0.643 -0.655 0.064
C -0.093 2.662 -1.914 0.143 -0.897 0.093
C -0.816 3.959 -1.728 -0.001 0.819 0.407
C -0.333 5.118 -2.359 0.167 -0.399 -0.561
C -0.954 6.339 -2.177 -1.008 -0.539 1.326
N -1.995 6.488 -1.294 0.605 0.174 -1.047
C -2.477 5.398 -0.673 1.780 0.708 -1.247
C -1.918 4.143 -0.860 0.755 0.164 -0.882
N 1.063 2.652 -2.588 0.354 -0.876 0.078
N 1.750 1.509 -2.770 -0.200 -0.010 -0.250
C 1.335 0.322 -2.312 -0.909 2.119 0.232
Cl 2.241 -1.083 -2.745 0.187 0.583 -0.210
H 0.254 -6.121 4.383 0.206 0.196 -0.073
H 1.237 -5.046 5.417 -0.261 -0.109 -0.405
H -0.303 -4.506 4.763 -0.099 0.338 -0.199
H 1.728 -3.506 3.581 -0.121 -0.811 -0.362
H 2.249 -5.162 3.073 -0.169 0.183 0.294
H -0.894 -2.929 0.789 -0.023 -0.094 -0.557
H -0.284 -3.986 -0.522 -0.341 -0.439 -0.260
H 1.424 -2.009 -0.739 0.782 -0.103 -0.209
H -1.453 1.467 -0.754 -0.013 -0.326 -0.066
H 0.518 5.092 -3.050 -0.350 -0.304 0.394
H -0.535 7.175 -2.761 -0.712 -0.037 0.713
H -3.278 5.535 0.024 -0.386 0.158 0.200
H -2.381 3.373 -0.307 -0.165 -1.076 0.392
```
Forces are in eV/Å.

Values from the calculation:
- energy relative to the best compared isomer or geometry (same formula, charge and spin) (kJ/mol) = 134.14
- HOMO-LUMO gap (Ha) = 0.3301